(1)
62
Properties=species:S:1:pos:R:3 method="wB97M-V/def2-TZVPD" s2=0.754 orbital_gap_ev="7.98 / 7.70" homo_ev="-8.81 / -9.00" spin_multiplicity=2 e_lumo_ev="-0.83 / -1.30"
Ru -0.8183 0.2115 -0.5171
O -0.5741 0.4870 3.4547
C -0.8288 -0.0213 2.3843
O -0.0393 0.0688 1.3440
C -2.0634 -0.9111 2.2716
C -2.5337 -1.3823 3.4847
C -3.5810 -2.2816 3.5370
C -4.1830 -2.7487 2.3913
C -3.7404 -2.2693 1.1760
C -2.6893 -1.3236 1.0685
O -2.3612 -0.8877 -0.1307
N -4.4157 -2.8274 -0.0134
O -4.3088 -2.2659 -1.0826
O -5.0554 -3.8503 0.1560
N -4.0517 -2.7708 4.8375
O -4.9894 -3.5437 4.8417
O -3.4764 -2.3732 5.8300
H -2.0587 -1.0355 4.3905
H -4.9847 -3.4685 2.4347
C -1.1917 -1.9699 -3.6138
C -1.5353 -0.5289 -3.5482
N -1.4215 0.2505 -2.4948
C -1.9174 1.4795 -2.8299
C -2.3240 1.4643 -4.1274
N -2.0680 0.1912 -4.5630
C -2.9120 2.4772 -5.0375
O -3.1653 3.6614 -4.5145
O -3.1525 2.1831 -6.1813
C -1.8914 2.5072 -1.7751
O -2.2687 3.6501 -1.9651
O -1.4146 2.0719 -0.6338
H -0.6222 -2.2415 -2.7282
H -0.5970 -2.1955 -4.4982
H -2.0995 -2.5741 -3.6354
H -2.2851 -0.1257 -5.4963
H -2.9243 3.7195 -3.5520
C 4.6104 1.7793 1.9555
N 3.4055 1.9405 1.1718
N 2.9338 0.9677 0.3223
C 1.7618 1.3886 -0.2154
O 1.0997 0.6408 -1.0239
C 1.5127 2.6777 0.2869
C 2.5437 2.9741 1.1447
C 2.7574 4.1830 1.9845
C 3.5361 -0.3179 0.1910
C 4.7444 -0.4482 -0.4779
C 5.3209 -1.7038 -0.5880
C 4.6778 -2.8111 -0.0502
C 3.4614 -2.6675 0.6029
C 2.8836 -1.4138 0.7337
H 4.7648 0.7249 2.1671
H 4.4760 2.3019 2.8993
H 5.4853 2.1757 1.4383
H 0.6439 3.2759 0.0821
H 1.9944 4.9217 1.7551
H 3.7371 4.6277 1.8063
H 2.6805 3.9341 3.0443
H 5.2177 0.4241 -0.9106
H 6.2649 -1.8196 -1.1031
H 5.1273 -3.7908 -0.1429
H 2.9631 -3.5326 1.0193
H 1.9397 -1.2592 1.2426

---

(2)
195
Properties=species:S:1:pos:R:3 method="wB97M-V/def2-TZVPD" orbital_gap_ev=9.31 homo_ev=-9.89 spin_multiplicity=1 e_lumo_ev=-0.58
C -1.0661 -5.0415 -2.5305
C 0.0251 -4.0860 -1.9241
C 1.3199 -4.6910 -1.6989
O 2.0428 -3.9735 -2.6805
C 1.3285 -2.9557 -3.3047
O 1.8517 -2.1336 -4.0579
O 0.1828 -2.9862 -2.7517
H -1.6380 -5.7452 -1.9256
H -0.5047 -5.6343 -3.2528
H -1.8325 -4.4296 -3.0061
H -0.4694 -3.8344 -0.9858
H 1.3673 -5.7747 -1.8062
H 1.5826 -4.3145 -0.7103
C 3.7045 1.2832 3.0987
C 3.5257 0.3235 4.2938
C 4.3935 -0.9040 4.2802
O 4.8646 -0.9005 5.5415
C 4.4938 0.1517 6.3254
O 4.8419 0.4122 7.4490
O 3.6625 0.9124 5.5579
H 4.7319 1.5781 2.8853
H 3.1832 2.2192 3.2992
H 3.4070 0.7267 2.2099
H 2.4920 -0.0214 4.2694
H 5.2751 -0.9143 3.6393
H 3.8110 -1.7989 4.0610
C -2.8596 -4.0180 0.9221
C -4.0797 -3.7442 1.7224
C -5.0106 -5.0153 1.7952
O -5.0976 -5.3262 3.1869
C -4.3374 -4.4033 3.9083
O -4.3223 -4.3868 5.1464
O -3.6743 -3.6218 3.0405
H -2.0895 -3.2575 1.0517
H -3.1649 -4.1218 -0.1191
H -2.4543 -4.9929 1.1929
H -4.7389 -2.9185 1.4546
H -4.6517 -5.8984 1.2666
H -6.0307 -4.8230 1.4627
C -2.5993 5.4556 -2.2435
C -2.2591 4.6678 -0.9440
C -1.1440 3.6115 -0.8692
O -0.1120 4.1966 -0.0363
C -0.5990 5.3591 0.5327
O -0.0001 6.0521 1.3763
O -1.8675 5.5696 0.1005
H -3.4645 6.1000 -2.0880
H -3.0288 4.7896 -2.9919
H -1.8014 5.9602 -2.7884
H -3.1839 4.2064 -0.5977
H -0.6695 3.4582 -1.8385
H -1.4268 2.6629 -0.4129
C 0.3596 0.2968 -1.5543
C 0.0352 -0.4906 -0.2470
C 1.2958 -1.2042 0.3069
O 1.2381 -0.8233 1.6859
C 0.3943 0.1496 1.9252
O 0.3755 0.8997 2.9364
O -0.3073 0.3447 0.7901
H 1.1267 1.0684 -1.6193
H -0.6392 0.5936 -1.8743
H 0.7287 -0.3103 -2.3809
H -0.8251 -1.1584 -0.2926
H 2.2763 -0.8425 -0.0025
H 1.2321 -2.2820 0.1566
C 2.8972 3.1313 -0.0888
C 3.7909 4.3411 0.0041
C 4.6812 4.7387 -1.1899
O 4.0081 5.8709 -1.6222
C 3.0840 6.2994 -0.7970
O 2.3398 7.2717 -0.9439
O 2.9269 5.4337 0.1633
H 3.4923 2.2681 0.2093
H 2.5692 2.9814 -1.1175
H 2.0389 3.1804 0.5813
H 4.4402 4.1375 0.8556
H 4.5730 3.8580 -1.8230
H 5.7328 4.8146 -0.9135
C 6.9081 2.6365 -4.7285
C 5.4973 2.1180 -4.6707
C 5.2539 0.6415 -4.9499
O 4.4403 0.2343 -3.9052
C 4.5153 1.1143 -2.9377
O 4.1103 0.9372 -1.7895
O 5.1713 2.2228 -3.3572
H 7.6466 2.3117 -3.9956
H 6.6873 3.6992 -4.6285
H 7.4551 2.3621 -5.6305
H 4.8046 2.7365 -5.2415
H 6.1875 0.0957 -5.0863
H 4.6700 0.5564 -5.8664
C 0.1354 -7.3036 4.9974
C -0.6920 -6.1782 4.3000
C -0.3752 -4.8014 4.8271
O -0.0042 -4.0656 3.6584
C 0.0932 -4.9117 2.5369
O 0.4766 -4.7227 1.3573
O -0.3131 -6.1784 2.9280
H 0.1075 -8.2063 4.3872
H -0.2162 -7.7132 5.9443
H 1.1699 -6.9872 5.1311
H -1.7520 -6.3845 4.4478
H 0.4638 -4.9009 5.5159
H -1.3058 -4.5679 5.3443
C -5.8028 -3.8437 -4.6409
C -5.6309 -2.5468 -3.8354
C -6.2211 -2.6256 -2.3994
O -5.1290 -2.2008 -1.6184
C -3.9692 -2.0289 -2.3324
O -2.8456 -1.5974 -1.9943
O -4.2920 -2.2998 -3.6336
H -5.8153 -4.7128 -3.9831
H -5.0744 -3.8557 -5.4517
H -6.8159 -3.8357 -5.0430
H -5.9808 -1.6505 -4.3476
H -6.5828 -3.5958 -2.0590
H -7.1187 -2.0083 -2.4359
C 5.4243 -5.4086 -1.8630
C 5.8092 -4.1696 -1.1239
C 5.1429 -2.9462 -1.6804
O 4.6973 -2.2692 -0.4590
C 4.6020 -3.1538 0.5657
O 4.0828 -2.9775 1.6442
O 5.3474 -4.2801 0.1859
H 4.3610 -5.6249 -1.7590
H 6.0509 -6.1920 -1.4366
H 5.7635 -5.4886 -2.8957
H 6.8914 -4.0416 -1.0961
H 4.2676 -3.0462 -2.3222
H 5.9084 -2.3932 -2.2248
C -1.8997 3.2285 3.5715
C -0.6808 3.7266 4.2859
C -0.8566 5.1390 4.7861
O -0.3472 5.0695 6.1236
C -0.0809 3.8549 6.4821
O 0.3798 3.5121 7.5974
O -0.5346 2.9788 5.5419
H -2.2005 3.9854 2.8471
H -2.8561 3.0360 4.0574
H -1.7322 2.3746 2.9150
H 0.2474 3.5041 3.7595
H -1.9107 5.3815 4.9207
H -0.3225 5.8842 4.1966
C -1.4614 -0.9599 -5.0386
C -2.2254 0.2691 -5.5180
C -1.4248 1.4828 -5.0788
O -1.2784 2.2587 -6.2545
C -1.8187 1.5553 -7.2587
O -1.9766 1.9971 -8.4056
O -2.1969 0.3380 -6.9109
H -2.0482 -1.8599 -5.2224
H -1.5552 -0.7478 -3.9736
H -0.4241 -1.1637 -5.3039
H -3.2235 0.4767 -5.1322
H -0.4689 1.1405 -4.6825
H -1.7788 2.1845 -4.3235
C -3.4815 0.3040 1.0562
C -4.6800 1.1853 1.1692
C -6.0125 0.8538 0.4540
O -6.9330 0.8221 1.5836
C -6.2741 0.8193 2.7462
O -6.7336 0.5607 3.8329
O -4.9323 0.9911 2.5611
H -2.6207 0.6673 1.6177
H -3.1229 0.3621 0.0285
H -3.7822 -0.6849 1.4023
H -4.3972 2.2236 0.9954
H -5.9312 -0.1269 -0.0149
H -6.2499 1.6830 -0.2125
C 0.2390 7.1294 -5.4438
C 0.9738 5.7712 -5.3874
C 2.4247 5.8402 -4.7217
O 2.4846 4.5514 -4.2255
C 1.2587 4.1208 -3.9722
O 1.0254 3.1389 -3.2188
O 0.3647 4.9396 -4.5304
H -0.8345 7.0471 -5.6139
H 0.6616 7.7705 -6.2175
H 0.3653 7.7378 -4.5483
H 0.8884 5.2833 -6.3583
H 2.5339 6.5991 -3.9469
H 3.2536 6.0326 -5.4029
C -1.7584 -0.7582 4.9259
C -1.0305 -0.4171 6.2433
C -1.7839 0.2856 7.3230
O -1.9759 -0.6176 8.3478
C -1.2661 -1.6455 8.1718
O -1.1886 -2.5575 8.9144
O -0.7235 -1.6499 6.8939
H -1.1669 -1.4030 4.2759
H -2.0210 0.1527 4.3879
H -2.7238 -1.2352 5.0952
H -0.1401 0.1599 5.9937
H -2.7399 0.7275 7.0423
H -1.2746 1.1405 7.7680

---

Energy relative to the best compared isomer or geometry (same formula, charge and spin), respectively: 10.1, 883.1 kJ/mol.